{
  "formula": "C5H7N",
  "method": "ωB97M-V/def2-TZVPD",
  "smiles": "C#C[C@@H]1N[C@@H]1C",
  "homo_ha": -0.3314,
  "largest_force_ha_per_bohr": 0.0236,
  "e_above_lowest_kj_mol": 348.2,
  "total_charge": 0,
  "elements": ["C", "C", "C", "N", "C", "C", "H", "H", "H", "H", "H", "H", "H"],
  "positions_angstrom": [[-2.35642, -0.76750, 0.31968], [-1.19405, -0.89869, 0.61719], [0.23349, -1.11755, 0.63347], [1.33371, -0.26001, 1.02905], [0.94390, -0.14157, -0.34980], [0.40201, 1.22916, -0.85771], [-3.39578, -0.59331, 0.15709], [0.49000, -2.15543, 0.90768], [1.14243, 0.53301, 1.62722], [1.55534, -0.64286, -1.09464], [0.56445, 2.04272, -0.12458], [0.94806, 1.55686, -1.76059], [-0.66714, 1.21516, -1.10406]]
}

{
  "formula": "C5H7N",
  "method": "ωB97M-V/def2-TZVPD",
  "smiles": "C#C/C(C)=N/C",
  "homo_ha": -0.3574,
  "largest_force_ha_per_bohr": 0.1479,
  "e_above_lowest_kj_mol": 450.8,
  "total_charge": 0,
  "elements": ["C", "C", "C", "C", "N", "C", "H", "H", "H", "H", "H", "H", "H"],
  "positions_angstrom": [[-0.70623, 3.29819, 0.79253], [-0.72777, 2.11739, 0.73478], [-0.19532, 0.46189, 0.31186], [0.88254, 0.70331, -0.58889], [-0.92167, -0.36136, 0.77807], [-0.85900, -1.69640, 0.36324], [-1.12523, 4.25567, 0.78061], [1.64305, -0.13651, -0.86571], [0.27666, 0.83466, -1.55301], [1.43634, 1.70442, -0.34471], [-1.46759, -2.20541, 1.04072], [0.15564, -2.12963, 0.42835], [-1.27970, -1.72636, -0.64408]]
}

{
  "formula": "C5H7N",
  "method": "ωB97M-V/def2-TZVPD",
  "smiles": "C1[C@@H]2[C@H]1[C@@H]1N[C@H]21",
  "homo_ha": -0.3228,
  "largest_force_ha_per_bohr": 0.0129,
  "e_above_lowest_kj_mol": 348.8,
  "total_charge": 0,
  "elements": ["C", "C", "C", "C", "N", "C", "H", "H", "H", "H", "H", "H", "H"],
  "positions_angstrom": [[1.17784, -0.42278, 0.62436], [0.47340, -0.64084, -0.66720], [0.64914, 0.76902, -0.18036], [-0.89068, 0.96029, -0.11050], [-1.49215, 0.02601, 0.80325], [-1.07088, -0.45708, -0.50369], [2.26050, -0.47572, 0.65172], [0.76285, -0.89273, 1.52122], [0.92110, -1.11034, -1.53437], [1.29704, 1.51339, -0.63637], [-1.43047, 1.86492, -0.38210], [-0.84800, -0.20328, 1.55294], [-1.80968, -0.93088, -1.13891]]
}

{
  "formula": "C5H7N",
  "method": "ωB97M-V/def2-TZVPD",
  "homo_ha": -0.3170,
  "largest_force_ha_per_bohr": 0.1076,
  "e_above_lowest_kj_mol": 492.2,
  "total_charge": 0,
  "elements": ["C", "C", "C", "C", "C", "N", "H", "H", "H", "H", "H", "H", "H"],
  "positions_angstrom": [[1.83640, 1.18064, 0.37219], [1.82990, 0.50779, 1.54539], [-0.52405, 0.28392, -0.16852], [0.64793, -0.30338, 0.80417], [-1.42439, -0.54830, -0.95901], [0.97914, 0.42065, -0.44555], [2.41357, 2.02701, 0.10523], [2.57773, 0.29556, 2.26098], [-1.01329, 1.26694, 0.02974], [0.75914, -1.48949, 0.90998], [-2.36061, -0.61419, -0.28244], [-0.97643, -1.57364, -1.02542], [-1.51673, -0.23216, -1.96355]]
}

What did the second record say?
{
  "formula": "C5H7N",
  "method": "ωB97M-V/def2-TZVPD",
  "smiles": "C#C/C(C)=N/C",
  "homo_ha": -0.3574,
  "largest_force_ha_per_bohr": 0.1479,
  "e_above_lowest_kj_mol": 450.8,
  "total_charge": 0,
  "elements": ["C", "C", "C", "C", "N", "C", "H", "H", "H", "H", "H", "H", "H"],
  "positions_angstrom": [[-0.70623, 3.29819, 0.79253], [-0.72777, 2.11739, 0.73478], [-0.19532, 0.46189, 0.31186], [0.88254, 0.70331, -0.58889], [-0.92167, -0.36136, 0.77807], [-0.85900, -1.69640, 0.36324], [-1.12523, 4.25567, 0.78061], [1.64305, -0.13651, -0.86571], [0.27666, 0.83466, -1.55301], [1.43634, 1.70442, -0.34471], [-1.46759, -2.20541, 1.04072], [0.15564, -2.12963, 0.42835], [-1.27970, -1.72636, -0.64408]]
}